A 3-piece molecular cluster, C40H45ClFN3O10S overall, computed with ωB97M-V with the def2-TZVPD basis set.

Structure (XYZ):
```
101
C40H45ClFN3O10S (ωB97M-V with the def2-TZVPD basis set)
C -4.5649 -1.1432 -0.2791
C -3.2544 -1.8454 -0.0680
C -3.1116 -3.2124 -0.2400
C -1.8952 -3.8276 -0.0106
C -0.7621 -3.1287 0.3956
C 0.5329 -3.8813 0.6995
C 1.3856 -3.2300 1.8048
C 0.2317 -5.3372 1.1015
C -0.9072 -1.7397 0.4866
O 0.1817 -0.9226 0.7844
C 1.1527 -0.8345 -0.2476
C 1.0159 0.4022 -1.1521
N -0.2477 1.1321 -0.9759
C 0.0154 2.5016 -1.1353
O -0.7508 3.3693 -0.8080
C 1.4052 2.6515 -1.7431
C 1.2611 2.4991 -3.2786
O 0.1200 3.1977 -3.7346
C -0.9636 2.4380 -4.1131
C -0.8363 1.3864 -5.0141
C -1.9602 0.6571 -5.3706
C -3.2056 0.9764 -4.8490
C -3.3229 2.0451 -3.9701
C -2.2043 2.7760 -3.5984
C 2.0958 1.4947 -0.9956
C 2.1925 1.8223 0.5382
C 2.6354 3.2449 0.8991
C 1.5828 4.2064 1.4734
C 0.7101 3.5830 2.5444
S -0.4298 4.7233 3.2744
O 0.2061 5.9876 3.4630
O -1.1192 4.0754 4.3455
Cl -1.7589 4.9189 1.7552
C 3.5272 1.0843 -1.3792
C 3.8309 1.0247 -2.8421
O 4.3378 1.8718 -3.5109
F 3.4526 -0.1634 -3.3971
C -2.1288 -1.1244 0.3028
H -4.5371 -0.5726 -1.2085
H -4.7371 -0.4227 0.5197
H -5.3959 -1.8421 -0.3136
H -3.9694 -3.8007 -0.5328
H -1.8566 -4.8983 -0.1369
H 1.0968 -3.9393 -0.2356
H 0.7729 -2.6387 2.4783
H 2.1589 -2.5845 1.3949
H 1.9044 -3.9981 2.3732
H -0.5946 -5.3558 1.8146
H 1.0917 -5.7773 1.5968
H -0.0655 -5.9516 0.2557
H 2.1220 -0.7949 0.2498
H 1.1441 -1.7395 -0.8526
H 0.9978 0.0381 -2.1801
H -0.6625 0.9982 -0.0616
H 1.7748 3.6569 -1.5651
H 2.1314 2.9329 -3.7593
H 1.2245 1.4519 -3.5718
H 0.1306 1.1385 -5.4286
H -1.8621 -0.1655 -6.0648
H -4.0835 0.4073 -5.1168
H -4.2799 2.3207 -3.5503
H -2.2784 3.6009 -2.9056
H 2.9533 1.1482 0.9309
H 1.2704 1.5343 1.0364
H 3.4436 3.1808 1.6297
H 3.0754 3.7360 0.0301
H 0.9726 4.6555 0.6895
H 2.1222 5.0313 1.9394
H 1.2891 3.2181 3.3951
H 0.0887 2.7613 2.1940
H 4.2520 1.7652 -0.9415
H 3.7077 0.0973 -0.9538
H -2.2243 -0.0564 0.4363
C 9.6775 2.7403 1.4607
C 9.9266 1.4360 1.8671
C 8.9215 0.4845 1.8081
C 7.6795 0.8667 1.3371
C 7.4071 2.1596 0.9298
C 8.4201 3.1016 0.9951
N 6.6114 -0.1435 1.2612
O 6.8615 -1.2650 1.6393
O 5.5324 0.2095 0.8185
H 10.4669 3.4783 1.5060
H 10.9058 1.1572 2.2301
H 9.0975 -0.5335 2.1206
H 6.4249 2.4246 0.5692
H 8.2274 4.1176 0.6804
C -10.2110 -3.5551 1.3051
C -9.9039 -3.5903 2.6588
C -8.5924 -3.7642 3.0709
C -7.6106 -3.8983 2.1080
C -7.8922 -3.8698 0.7552
C -9.2075 -3.6970 0.3558
N -6.2111 -4.0689 2.5399
O -5.9913 -4.1115 3.7312
O -5.3627 -4.1497 1.6747
H -11.2360 -3.4158 0.9887
H -10.6861 -3.4803 3.3968
H -8.3352 -3.7937 4.1186
H -7.0997 -3.9821 0.0309
H -9.4480 -3.6720 -0.6979
```

frontier orbital gap	7.708	eV

=====

C40H45N3NiOP as an isolated structure, computed with ωB97M-V with the def2-TZVPD basis set.

Structure (XYZ):
```
91
C40H45N3NiOP (ωB97M-V with the def2-TZVPD basis set)
Ni -0.7293 -0.8737 -0.3358
C 4.9283 -2.1031 0.4738
C 4.2684 -0.8242 -0.0702
C 3.5832 0.0162 1.0229
C 3.5103 -1.0761 -1.3977
C 4.3112 -0.9266 -2.5372
C 3.8509 -1.1472 -3.8188
C 2.5404 -1.5590 -3.9895
C 1.6945 -1.7293 -2.9005
C 0.2687 -2.2040 -3.2109
C -0.2129 -3.4357 -2.4246
C -0.7098 -1.0384 -3.0973
C 2.1675 -1.4631 -1.5998
N 1.2153 -1.5286 -0.5244
C 1.5215 -2.1042 0.5999
C 0.6262 -2.1303 1.6764
C 0.8336 -2.5752 2.9675
C -0.3710 -2.3635 3.6385
C -1.2781 -1.8116 2.7209
N -0.6773 -1.6714 1.5150
C -2.7422 -1.5109 2.9990
C -3.0389 -1.6733 4.4872
C -3.6173 -2.5124 2.2218
C -3.0982 -0.0768 2.5856
H 5.5625 -1.8608 1.3328
H 5.5619 -2.5477 -0.2964
H 4.2287 -2.8721 0.7895
H 5.1142 -0.2147 -0.3761
H 2.5868 -0.3117 1.3226
H 3.5011 1.0587 0.7043
H 4.2073 0.0079 1.9200
H 5.3459 -0.6237 -2.3985
H 4.5084 -1.0118 -4.6708
H 2.1599 -1.7575 -4.9863
H 0.2723 -2.5017 -4.2565
H -0.4348 -3.2162 -1.3766
H 0.5469 -4.2200 -2.4212
H -1.1175 -3.8436 -2.8879
H -0.6832 -0.6917 -2.0626
H -1.7341 -1.3103 -3.3480
H -0.3993 -0.1736 -3.6833
H 2.4660 -2.6159 0.7198
H 1.7562 -2.9845 3.3644
H -0.5768 -2.5730 4.6784
H -2.8935 -2.7053 4.8165
H -4.0807 -1.4045 4.6768
H -2.4044 -1.0209 5.0952
H -3.2647 -3.5358 2.3794
H -3.6057 -2.3020 1.1531
H -4.6568 -2.4524 2.5640
H -2.6935 0.6500 3.2975
H -4.1867 0.0534 2.5553
H -2.7006 0.1554 1.6031
O -3.3007 -2.0104 -1.1715
N -2.7685 -0.8150 -0.7225
C -3.5729 0.1336 -0.9488
C -3.4020 1.5570 -0.5919
C -4.5773 2.2946 -0.7166
C -4.6295 3.6363 -0.3757
C -3.4890 4.2623 0.0956
C -2.3043 3.5460 0.2052
C -2.2336 2.2016 -0.1401
P -0.6000 1.3863 -0.0763
C 0.2001 2.0232 -1.5765
C 1.5513 1.7382 -1.7573
C 2.1969 2.1265 -2.9204
C 1.4913 2.7937 -3.9172
C 0.1428 3.0705 -3.7471
C -0.5066 2.6823 -2.5799
C 0.3105 2.0853 1.3161
C 1.0539 3.2591 1.1907
C 1.7342 3.7636 2.2888
C 1.6913 3.0918 3.5068
C 0.9697 1.9113 3.6279
C 0.2815 1.4051 2.5343
H -2.6865 -2.6846 -0.8630
H -4.5233 -0.1383 -1.4002
H -5.4725 1.7980 -1.0782
H -5.5582 4.1839 -0.4745
H -3.5127 5.3109 0.3727
H -1.4172 4.0497 0.5695
H 2.0955 1.2092 -0.9869
H 3.2483 1.9007 -3.0529
H 1.9942 3.0957 -4.8285
H -0.4082 3.5925 -4.5211
H -1.5632 2.8973 -2.4570
H 1.1093 3.7759 0.2399
H 2.3042 4.6802 2.1918
H 2.2332 3.4861 4.3593
H 0.9505 1.3763 4.5715
H -0.2634 0.4715 2.6238
```

net charge	+1
multiplicity	3
expectation value of S²	2.01
frontier orbital gap (alpha / beta)	7.033 / 6.655	eV

=====

C40H45N6NiO3PS as an isolated structure, computed with ωB97M-V with the def2-TZVPD basis set.

Structure (XYZ):
```
97
C40H45N6NiO3PS (ωB97M-V with the def2-TZVPD basis set)
Ni 0.1512 0.4691 0.1000
C -1.3643 -0.7366 3.5475
C -1.4784 0.7760 3.3868
C -0.1359 1.4980 3.4371
C -2.2658 1.1407 2.1293
C -3.7542 0.8186 2.2780
O -4.0637 0.0345 1.1181
C -2.9401 -0.1332 0.4095
N -1.8759 0.4145 0.8833
C -3.1988 -0.9036 -0.8438
C -4.4840 -1.4533 -0.9618
C -4.8838 -2.1149 -2.1068
C -4.0122 -2.2266 -3.1790
C -2.7412 -1.6937 -3.0761
C -2.3092 -1.0493 -1.9170
P -0.6017 -0.4176 -1.9520
C 0.4364 -1.8608 -2.3426
C -0.0301 -3.1712 -2.2869
C 0.8375 -4.2326 -2.5079
C 2.1770 -3.9967 -2.7839
C 2.6528 -2.6934 -2.8270
C 1.7888 -1.6319 -2.6018
C -0.6329 0.6012 -3.4640
C 0.0446 0.2944 -4.6379
C -0.0413 1.1477 -5.7336
C -0.8083 2.3004 -5.6665
C -1.5032 2.6035 -4.5001
C -1.4130 1.7582 -3.4074
H -0.8553 -0.9866 4.4793
H -0.8081 -1.1660 2.7118
H -2.3436 -1.2201 3.5736
H -2.0830 1.1654 4.2132
H 0.4880 1.2644 2.5724
H 0.4281 1.2266 4.3300
H -0.2830 2.5808 3.4517
H -2.1251 2.2097 1.9512
H -4.3971 1.6959 2.2733
H -3.9736 0.2231 3.1625
H -5.1787 -1.3539 -0.1438
H -5.8818 -2.5278 -2.1656
H -4.3184 -2.7238 -4.0899
H -2.0623 -1.7831 -3.9160
H -1.0695 -3.3718 -2.0610
H 0.4627 -5.2475 -2.4722
H 2.8468 -4.8258 -2.9708
H 3.6973 -2.5044 -3.0391
H 2.1702 -0.6183 -2.6218
H 0.6410 -0.6053 -4.7097
H 0.4866 0.9008 -6.6453
H -0.8787 2.9554 -6.5246
H -2.1182 3.4928 -4.4513
H -1.9690 1.9851 -2.5029
N 4.3797 0.8936 1.2872
C 4.0793 0.1745 2.4304
C 4.8678 -0.2284 3.5033
C 4.2406 -0.9609 4.4880
C 2.8745 -1.2777 4.3995
C 2.1041 -0.8660 3.3325
C 2.7204 -0.1193 2.3263
N 2.2161 0.4146 1.1321
C 3.2473 0.9979 0.5568
C 3.1866 1.6917 -0.7223
C 4.1535 2.4610 -1.2944
S 3.5746 3.1033 -2.7582
C 2.0806 2.3178 -2.5049
N 2.0130 1.6017 -1.4211
H 5.2833 1.2566 1.0358
H 5.9206 0.0147 3.5587
H 4.8084 -1.2967 5.3450
H 2.4180 -1.8557 5.1924
H 1.0560 -1.1151 3.2812
H 5.1452 2.6912 -0.9394
H 1.2767 2.4090 -3.2211
C 0.2201 5.0103 1.3582
N -0.9487 4.5458 0.6176
C -2.0807 5.4630 0.4439
C -0.9935 3.3384 0.0866
O -0.0732 2.5097 0.1426
H 0.7034 5.8250 0.8188
H 0.9193 4.1885 1.4749
H -0.0901 5.3719 2.3378
H -1.8370 6.4035 0.9287
H -2.9837 5.0646 0.9047
H -2.2677 5.6620 -0.6100
H -1.9289 3.1195 -0.4435
C -0.9255 -3.9174 1.4505
N 0.5004 -3.6062 1.4654
C 1.4264 -4.6101 1.9766
C 0.9377 -2.4616 0.9781
O 0.1892 -1.5986 0.4884
H -1.1224 -4.6865 2.1930
H -1.2285 -4.2831 0.4686
H -1.5021 -3.0261 1.6860
H 1.3751 -5.5171 1.3746
H 1.1741 -4.8549 3.0078
H 2.4416 -4.2203 1.9459
H 2.0230 -2.3353 0.9986
```

net charge	+2
multiplicity	3
expectation value of S²	2.01
frontier orbital gap (alpha / beta)	8.728 / 8.310	eV

=====

C40H46BaN7O3S6 as an isolated structure, computed with ωB97M-V with the def2-TZVPD basis set.

Structure (XYZ):
```
103
C40H46BaN7O3S6 (ωB97M-V with the def2-TZVPD basis set)
Ba -0.7744 0.3759 0.1146
S -3.8206 0.6455 1.2622
C -3.3373 2.2490 1.7350
C -4.0343 2.9431 2.7466
C -3.6246 4.2060 3.1092
C -2.5297 4.7847 2.4671
C -1.8986 4.0441 1.4885
N -2.2760 2.8145 1.1256
H -4.8794 2.4621 3.2188
H -4.1527 4.7456 3.8873
H -2.1756 5.7746 2.7201
H -1.0432 4.4465 0.9543
O 0.1437 -5.8518 0.0386
C -0.8329 -5.4688 -0.8075
C -1.3622 -6.4284 -1.6704
C -2.3720 -6.0927 -2.5535
C -2.8754 -4.7959 -2.5948
C -2.3437 -3.8390 -1.7492
C -1.3201 -4.1507 -0.8552
C -0.7637 -3.0529 -0.0191
O -1.1336 -1.8669 -0.2402
N 0.1279 -3.4016 0.8946
N 0.6211 -2.3107 1.5921
C 1.4377 -2.6175 2.5123
S 1.8829 -4.2901 2.9103
C 3.1511 -3.8205 4.1190
C 2.7058 -2.5354 4.7903
S 2.2277 -1.3782 3.4853
H 0.3427 -5.0548 0.6078
H -0.9653 -7.4343 -1.6217
H -2.7745 -6.8517 -3.2139
H -3.6734 -4.5341 -3.2771
H -2.7105 -2.8195 -1.7609
H 4.1052 -3.6778 3.6116
H 3.2445 -4.6371 4.8354
H 3.5148 -2.0779 5.3595
H 1.8595 -2.7181 5.4535
C -0.6323 -1.3669 -4.7050
C -0.0282 -0.0567 -4.3293
C 1.2906 0.2659 -4.4620
C 1.7047 1.5214 -3.9960
N 0.8744 2.4110 -3.4923
C -0.4238 2.0938 -3.3226
S -1.4961 3.1304 -2.5579
N -0.8510 0.8494 -3.7639
C 3.1533 1.8937 -3.9957
H -0.0461 -1.8399 -5.4904
H -1.6656 -1.2464 -5.0328
H -0.6208 -2.0189 -3.8285
H 1.9941 -0.4494 -4.8603
H -1.8415 0.6195 -3.6462
H 3.7038 1.3844 -4.7864
H 3.5763 1.5988 -3.0303
H 3.2598 2.9723 -4.0864
C 5.7629 0.2154 0.4965
C 4.6689 -0.6764 0.5590
C 3.3982 -0.2132 0.3545
C 3.1203 1.1526 0.0758
C 1.7626 1.5842 -0.1283
C 1.6325 2.9336 -0.4010
C 2.7203 3.8389 -0.4650
C 3.9993 3.4091 -0.2524
C 4.2350 2.0400 0.0215
C 5.5454 1.5391 0.2361
H 6.7703 -0.1502 0.6599
H 4.8438 -1.7233 0.7846
H 2.5468 -0.8836 0.4097
H 0.6486 3.3565 -0.6099
H 2.5328 4.8837 -0.6961
H 4.8404 4.0939 -0.2976
H 6.3801 2.2323 0.1903
C 2.7625 -3.6333 -0.8870
C 1.9346 -2.6761 -1.6111
N 1.2847 -1.9226 -2.1826
H 3.0207 -3.2190 0.0867
H 3.6745 -3.8308 -1.4483
H 2.2070 -4.5581 -0.7386
S -3.9755 -0.3213 -3.2052
C -4.5503 1.2224 -2.9111
N -4.4922 1.8666 -1.7748
C -5.0300 3.2061 -1.6825
C -5.2794 3.6981 -3.1150
S -5.2485 2.2212 -4.1752
H -4.2466 1.3608 -0.9017
H -4.3057 3.8429 -1.1723
H -5.9493 3.1931 -1.0914
H -4.5000 4.3833 -3.4409
H -6.2464 4.1876 -3.2072
C 1.0893 2.6710 3.0165
C 0.2002 1.9860 4.0217
O -0.4531 0.8788 3.4233
C -1.1383 0.1186 4.4079
C -1.8022 -1.0874 3.7890
H 1.5706 3.5373 3.4751
H 0.5200 3.0134 2.1551
H 1.8621 1.9951 2.6488
H -0.5562 2.6758 4.4227
H 0.7995 1.6245 4.8700
H -1.8803 0.7614 4.9022
H -0.4128 -0.1959 5.1722
H -2.5719 -0.7875 3.0791
H -2.2696 -1.6878 4.5728
H -1.0677 -1.7047 3.2741
```

net charge	-1
frontier orbital gap	6.463	eV

=====

C40H46CaGeN2OS3Te2 as an isolated structure, computed with ωB97M-V with the def2-TZVPD basis set.

Structure (XYZ):
```
96
C40H46CaGeN2OS3Te2 (ωB97M-V with the def2-TZVPD basis set)
Ca -1.1674 -0.2719 -0.5594
C 1.0146 -4.3258 -2.0957
C 0.0509 -3.3639 -1.4953
N 0.2768 -2.0615 -1.4690
N 1.4249 -1.6762 -2.0364
C 1.9807 -0.5024 -1.8083
S 1.5027 0.8185 -0.7706
S 3.3771 0.1281 -2.7263
C 4.3492 -1.4956 -2.7492
C 4.7052 -1.8647 -4.1742
C 3.7293 -1.8640 -5.1893
C 4.0814 -2.3099 -6.4534
C 5.4075 -2.4837 -6.8407
C 6.3899 -2.5517 -5.8549
C 6.0015 -2.3177 -4.5333
C -1.1622 -3.9996 -0.8498
C -1.1528 -5.3667 -0.5469
C -2.2687 -6.0080 -0.0276
C -3.4587 -5.3335 0.2550
C -3.4833 -3.9464 -0.0745
C -2.3833 -3.2332 -0.5373
O -2.5372 -1.9127 -0.6977
H 1.5083 -4.8732 -1.2995
H 1.8246 -3.8123 -2.6170
H 0.4727 -5.0978 -2.7144
H 3.7609 -2.3263 -2.3420
H 5.2179 -1.3195 -2.1033
H 2.6437 -1.6560 -4.9963
H 3.2718 -2.3585 -7.2344
H 5.7299 -2.5479 -7.8783
H 7.4985 -2.7218 -6.0967
H 6.6924 -2.4565 -3.6973
H -0.2292 -5.9329 -0.6024
H -2.1476 -7.0093 0.2859
H -4.2851 -5.8456 0.7461
H -4.3863 -3.3501 0.1230
Te -2.4803 1.0366 -3.4007
C -1.6577 2.9511 -3.7266
C -2.3518 3.9651 -4.3277
C -1.6918 5.2248 -4.4722
C -0.3574 5.3804 -4.0993
C 0.3595 4.2060 -3.7639
C -0.2813 3.0408 -3.3860
C -4.1245 2.0088 -2.5104
C -5.3793 1.7245 -2.9501
C -6.5193 2.2062 -2.2138
C -6.3484 2.9377 -1.0472
C -5.0456 3.1391 -0.5782
C -3.9511 2.7437 -1.3263
H -3.3734 3.8037 -4.6159
H -2.3168 6.0901 -4.7701
H 0.1496 6.2887 -4.2657
H 1.4738 4.2026 -3.7063
H 0.2577 2.2200 -2.9446
H -5.5044 1.1364 -3.8635
H -7.5098 2.0339 -2.6227
H -7.2405 3.0789 -0.4074
H -4.9546 3.7655 0.2835
H -2.9988 3.0747 -1.0627
C 2.8334 -2.4188 6.4514
C 2.3481 -3.0504 5.1370
C 1.8307 -2.0999 4.0865
C 0.3306 -1.6186 4.2438
Ge -0.1441 -0.2635 2.9434
C 0.2523 1.4564 3.8518
C 1.6207 2.0860 3.4924
C 1.8693 3.2436 4.5460
C 3.2676 3.9105 4.4372
H 2.5451 -3.0566 7.2729
H 2.4216 -1.3764 6.6572
H 3.9493 -2.3060 6.5031
H 1.6227 -3.8198 5.4467
H 3.2339 -3.5443 4.6834
H 1.7481 -2.5829 3.1021
H 2.4689 -1.1803 4.0324
H 0.0988 -1.3058 5.2665
H -0.4052 -2.4140 4.1216
H 0.7839 -0.5294 1.7233
H 0.2031 1.2739 4.9188
H -0.4883 2.2350 3.5672
H 1.6179 2.6014 2.5531
H 2.4413 1.3694 3.4368
H 1.8540 2.6508 5.4493
H 1.0931 4.0143 4.4139
H 4.0072 3.2137 4.8805
H 3.3976 4.8730 4.9379
H 3.6235 4.0511 3.4199
Te -2.7562 -0.2455 2.7086
C -3.1301 1.6646 3.4296
C -3.5580 2.7635 2.6396
C -3.9780 3.8810 3.3602
C -4.0312 3.6121 4.7040
S -3.4508 2.0464 5.0960
H -3.4400 2.6811 1.5704
H -4.1015 4.8955 2.8937
H -4.3841 4.2799 5.4611
```

frontier orbital gap	7.223	eV

=====

no.,molar mass (g mol⁻¹)
1,814.3
2,673.5
3,779.6
4,1002.6
5,1034.9